(1)
The following is a quantum chemistry calculation of a structure of composition C20H21N2O8OsS2, from the OMol25 dataset.

Its orbital gap (spin up / spin down) is 6.73 / 2.71 eV. Its energy above the lowest of the compared OMol25 structures with the same formula, charge and spin is 0.0 kJ/mol. As for the lowest unoccupied orbital energy (spin up / spin down): -4.355 / -8.377 eV. Its spin multiplicity is 5. As for the calculated total energy: -2372.86644 Ha. As for the total charge: +1.

Geometry (Å):
Os (2.3490, -19.0544, 1.6369)
O (0.2708, -22.2587, 2.8497)
C (0.9258, -21.2280, 3.1456)
O (2.1091, -20.8487, 2.5974)
C (0.2279, -20.3386, 4.1400)
C (-0.7181, -20.9208, 5.0208)
C (-1.2903, -20.2266, 6.0624)
C (-0.9311, -18.8971, 6.3261)
C (0.0275, -18.3142, 5.4990)
C (0.5969, -18.9989, 4.3724)
S (1.7220, -18.0044, 3.4318)
H (-0.9839, -21.9432, 4.8442)
H (-2.0083, -20.7380, 6.6836)
H (-1.3756, -18.3001, 7.1205)
H (0.3545, -17.2998, 5.6961)
C (2.2777, -19.4046, -2.1976)
C (2.6787, -20.4295, -1.1879)
N (3.1040, -21.6205, -1.6154)
O (2.4331, -20.3532, 0.0652)
H (2.9463, -19.4679, -3.0641)
H (2.3473, -18.3912, -1.8047)
H (1.2316, -19.5880, -2.5239)
H (3.6056, -21.6333, -2.5101)
H (3.4275, -22.2502, -0.8746)
O (2.7522, -16.5156, 0.1143)
C (2.3566, -17.4721, 0.6160)
C (2.9220, -17.1099, -5.4741)
C (4.2613, -17.4146, -4.8470)
C (5.0138, -16.4153, -4.2261)
C (6.2255, -16.7191, -3.6079)
C (6.6643, -18.0328, -3.6325)
C (5.9933, -19.0400, -4.3228)
C (4.7689, -18.7271, -4.8969)
S (8.2272, -18.4386, -2.8910)
O (8.7855, -19.5128, -3.6896)
O (9.0058, -17.2388, -2.6461)
N (7.7545, -19.1204, -1.3865)
C (7.7481, -18.3764, -0.1054)
C (6.3994, -17.7556, 0.3391)
C (5.1760, -18.7697, 0.3184)
O (5.0234, -19.4154, -0.7271)
O (4.4657, -18.8289, 1.3705)
H (2.9402, -16.0798, -5.8655)
H (2.1063, -17.1984, -4.7358)
H (2.7525, -17.7847, -6.3138)
H (4.6604, -15.4048, -4.2080)
H (6.8216, -15.9686, -3.1174)
H (6.4945, -19.9982, -4.4721)
H (4.2204, -19.4998, -5.4195)
H (6.9052, -19.6963, -1.4883)
H (8.4672, -17.5545, -0.2542)
H (8.1232, -19.0553, 0.6773)
H (6.1571, -16.9551, -0.4143)
H (6.4349, -17.2956, 1.3346)

Atomic forces in eV per Å
Os 0.39 -3.49 -1.11
O 1.70 2.16 0.59
C 0.51 -0.72 -1.66
O -2.93 -0.94 1.52
C 1.73 1.15 0.02
C -0.44 -0.30 0.11
C -0.27 0.80 0.96
C -0.69 -1.48 -0.11
C 1.18 -0.15 -1.80
C -0.29 0.54 0.47
S -0.93 1.27 1.63
H -0.08 -0.41 -0.06
H -0.10 0.05 0.07
H 0.03 -0.32 -0.10
H 0.10 -0.04 -0.02
C 0.06 0.09 -0.26
C -0.61 -0.72 0.92
N 0.80 0.63 -0.09
O -0.03 -0.28 -1.42
H -0.22 0.05 0.12
H 0.02 -0.15 0.04
H 0.61 -0.03 0.26
H -0.49 -0.25 0.57
H -0.16 0.26 -0.55
O -1.48 -1.71 0.47
C 1.94 3.96 -0.95
C 0.33 0.44 0.00
C 0.05 -0.39 0.12
C 0.20 -0.68 0.16
C -0.55 -0.45 -0.07
C 0.62 0.09 -0.31
C 0.05 0.30 -0.03
C 0.17 0.38 0.17
S 0.43 -0.78 0.80
O -0.61 0.87 0.88
O -0.91 -0.96 0.15
N -0.13 0.36 -0.55
C 0.30 0.22 -0.42
C -1.19 -0.20 -0.71
C 2.81 0.66 -2.28
O -0.70 0.14 0.76
O -1.21 0.06 1.50
H -0.23 -0.37 0.17
H 0.22 0.02 -0.36
H -0.22 0.03 0.11
H -0.20 0.41 -0.09
H 0.10 0.17 0.04
H -0.34 0.17 0.19
H -0.07 0.03 -0.16
H 0.65 0.38 -0.18
H -0.16 -0.33 0.36
H -0.04 0.25 -0.31
H -0.04 -0.66 0.71
H 0.32 -0.14 -0.29

Here are the Löwdin charges for atoms 1 to 5, given in e: 1.39 0.15 -0.45 -0.24 -0.08



(2)
The following is a quantum chemistry calculation of the ion C5H11N2S2 with charge +1, from the OMol25 dataset.

Its orbital gap (spin up / spin down) is 6.55 / 8.04 eV. Its energy above the lowest of the compared OMol25 structures with the same formula, charge and spin is 0.0 kJ/mol. As for the lowest unoccupied orbital energy (spin up / spin down): -4.034 / -5.279 eV. Its spin multiplicity is 3. As for the calculated total energy: -1102.61644 Ha. As for the total charge: +1.

Geometry (Å):
C (1.2426, -0.6268, -0.0907)
C (2.4745, 1.3049, 1.3455)
C (-1.2242, -0.4846, 0.1134)
C (-2.2211, -1.2392, 0.8941)
C (-0.7868, 1.7114, -1.4419)
N (0.0747, -0.6010, 0.6441)
N (1.0425, -1.1491, -1.3253)
S (2.6974, 0.2333, 0.1147)
S (-1.7531, 0.2199, -1.3250)
H (1.6337, 1.1478, 2.1087)
H (3.4373, 1.5925, 1.7070)
H (-2.6067, -0.6988, 1.6909)
H (-1.6709, -2.1015, 1.4183)
H (-3.0131, -1.6451, 0.3058)
H (-0.6087, 2.1263, -2.4360)
H (0.2628, 1.5943, -1.0680)
H (-1.2061, 2.4587, -0.8962)
H (-0.0234, -0.6386, 1.6320)
H (0.5060, -1.9744, -1.3871)
H (1.7425, -1.2298, -2.0040)

Atomic forces in eV per Å
C -2.71 -0.13 -0.76
C -1.84 -0.14 2.66
C 0.12 -0.50 0.18
C 2.01 -2.54 0.41
C 3.11 -0.97 -1.09
N 0.59 0.82 -1.57
N 0.15 0.09 1.12
S 0.92 -1.03 -1.12
S 0.09 -0.01 -0.70
H 1.38 0.55 -1.33
H 0.29 0.70 0.36
H -1.09 1.41 1.43
H -0.94 0.85 -0.90
H -0.60 -0.21 -0.41
H -0.57 -0.63 -0.28
H -0.89 -0.23 -0.10
H -1.43 2.06 1.75
H 1.10 0.05 0.94
H -1.32 -0.78 0.24
H 1.61 0.67 -0.85

Here are the Löwdin charges for atoms 1 to 5, given in e: -0.61 -0.33 -0.64 -0.09 -0.35



(3)
The following is a quantum chemistry calculation of a structure of composition C2H3BiO3, from the OMol25 dataset.

Its orbital gap (spin up / spin down) is 8.09 / 5.85 eV. Its energy above the lowest of the compared OMol25 structures with the same formula, charge and spin is 232.5 kJ/mol. As for the lowest unoccupied orbital energy (spin up / spin down): -11.245 / -11.984 eV. Its spin multiplicity is 1. As for the calculated total energy: -517.43213 Ha. As for the total charge: +2.

Geometry (Å):
O (1.2941, 2.5467, 0.7570)
C (0.6521, 2.5470, -0.2454)
C (-0.1898, 1.8772, -1.0762)
O (-0.5961, 0.6336, -0.8716)
H (0.4149, -3.0134, 1.6235)
H (-0.3315, 2.3369, -2.0631)
Bi (-0.4210, -0.7873, 0.3711)
O (-0.1565, -2.6940, 0.9144)
H (-0.6662, -3.4467, 0.5903)

Atomic forces in eV per Å
O -2.57 1.22 -4.87
C 3.31 -1.78 7.15
C -1.02 -0.26 -3.57
O 0.56 6.85 -4.45
H 0.59 -0.44 0.34
H -0.43 -0.24 0.30
Bi -0.88 1.04 4.18
O 0.70 -5.64 0.98
H -0.25 -0.75 -0.06

Here are the Löwdin charges for atoms 1 to 5, given in e: 0.33 0.10 -0.11 -0.44 0.12



(4)
The following is a quantum chemistry calculation of a structure of composition C28H56AlO27, from the OMol25 dataset.

Its orbital gap is 7.57 eV. As for the lowest unoccupied orbital energy: 1.951 eV. Its spin multiplicity is 1. As for the calculated total energy: -3374.53209 Ha. As for the total charge: -1.

Geometry (Å):
C (0.3486, -0.2802, 1.9489)
C (-0.1989, 0.9439, 1.2432)
O (0.0947, 1.2667, 0.1183)
O (-1.0339, 1.7208, 2.0000)
C (-2.2022, 1.1187, 2.5835)
O (-2.5690, 1.6314, 3.5800)
C (-2.7733, -0.0323, 1.8596)
Al (-3.3608, -1.6139, 3.0530)
H (1.3843, -0.4609, 1.6109)
H (0.3021, -0.1648, 3.0385)
H (-0.2734, -1.1509, 1.6699)
H (-2.0802, -0.4089, 1.0894)
H (-3.6781, 0.3343, 1.3376)
H (-2.6937, -2.9317, 2.3759)
H (-4.9830, -1.7517, 3.0184)
H (-2.8911, -1.4332, 4.5949)
C (2.2735, 3.4437, 0.5236)
O (3.5168, 3.9835, 0.0248)
C (3.7556, 3.6964, -1.2493)
O (3.0364, 3.0663, -1.9810)
O (4.9297, 4.2438, -1.5955)
C (5.2983, 4.0157, -2.9599)
H (2.2119, 3.7552, 1.5624)
H (1.4295, 3.8390, -0.0366)
H (2.2793, 2.3607, 0.4468)
H (4.5585, 4.4430, -3.6357)
H (5.3951, 2.9495, -3.1570)
H (6.2561, 4.5109, -3.0903)
C (1.4708, 7.8082, 5.1706)
O (1.8816, 7.1976, 3.9445)
C (3.1491, 6.7830, 3.9300)
O (3.9391, 6.9014, 4.8326)
O (3.3888, 6.2177, 2.7486)
C (4.7165, 5.7060, 2.5835)
H (0.4309, 8.0839, 5.0241)
H (1.5598, 7.1050, 5.9966)
H (2.0715, 8.6921, 5.3787)
H (4.9231, 4.9365, 3.3257)
H (5.4509, 6.5050, 2.6727)
H (4.7397, 5.2779, 1.5872)
C (-1.3542, -7.8160, -0.3381)
O (-1.4314, -6.4596, 0.0899)
C (-2.0930, -5.6496, -0.7500)
O (-2.5720, -6.0059, -1.8051)
O (-2.1062, -4.4356, -0.2471)
C (-2.7901, -3.4549, -1.0419)
H (-0.7989, -8.3366, 0.4373)
H (-2.3489, -8.2480, -0.4399)
H (-0.8306, -7.8950, -1.2910)
H (-3.8430, -3.7141, -1.1449)
H (-2.3192, -3.3913, -2.0172)
H (-2.6921, -2.5145, -0.5107)
C (1.5915, -0.0134, -2.8997)
O (1.7857, -1.1949, -3.7009)
C (0.8778, -2.1395, -3.4804)
O (-0.0426, -2.0730, -2.7088)
O (1.1557, -3.1939, -4.2598)
C (0.2188, -4.2720, -4.1173)
H (2.3779, 0.6813, -3.1781)
H (0.6188, 0.4301, -3.0981)
H (1.6647, -0.2502, -1.8399)
H (-0.7853, -3.9499, -4.3930)
H (0.2072, -4.6398, -3.0909)
H (0.5637, -5.0494, -4.7936)
C (-3.3318, -6.0598, -5.1518)
O (-3.4785, -4.6352, -5.1406)
C (-4.5346, -4.1794, -5.8046)
O (-5.3410, -4.8449, -6.4059)
O (-4.5550, -2.8480, -5.6980)
C (-5.6573, -2.2196, -6.3548)
H (-2.4449, -6.2643, -4.5607)
H (-4.1939, -6.5360, -4.6903)
H (-3.2074, -6.4192, -6.1724)
H (-6.6010, -2.5636, -5.9347)
H (-5.6385, -2.4287, -7.4232)
H (-5.5343, -1.1554, -6.1768)
C (6.7427, -2.4597, 1.5428)
O (5.4362, -2.8027, 1.0775)
C (5.2894, -2.7392, -0.2497)
O (6.1539, -2.4332, -1.0329)
O (4.0386, -3.0698, -0.5485)
C (3.7282, -3.0318, -1.9484)
H (6.7023, -2.5572, 2.6237)
H (7.4882, -3.1379, 1.1306)
H (6.9927, -1.4367, 1.2665)
H (4.3495, -3.7397, -2.4946)
H (3.8689, -2.0308, -2.3472)
H (2.6867, -3.3271, -2.0250)
C (-5.3451, -3.6615, 9.5464)
O (-5.7722, -2.6634, 8.6223)
C (-4.8340, -1.7433, 8.3396)
O (-3.7326, -1.7154, 8.8292)
O (-5.3368, -0.8936, 7.4600)
C (-4.4245, 0.1230, 7.0107)
H (-6.1955, -4.3261, 9.6745)
H (-4.4940, -4.2140, 9.1511)
H (-5.0705, -3.2141, 10.5010)
H (-3.5743, -0.3194, 6.4968)
H (-4.0942, 0.7282, 7.8541)
H (-4.9833, 0.7326, 6.3079)
C (2.1875, 6.5792, -1.9402)
O (0.8565, 6.2403, -2.3345)
C (0.6432, 6.2901, -3.6470)
O (1.4564, 6.5934, -4.4850)
O (-0.6247, 5.9519, -3.8806)
C (-0.9895, 5.9393, -5.2623)
H (2.2178, 6.4655, -0.8599)
H (2.9026, 5.9048, -2.4068)
H (2.4239, 7.6068, -2.2118)
H (-0.3865, 5.2174, -5.8104)
H (-0.8632, 6.9273, -5.7020)
H (-2.0352, 5.6475, -5.2839)

Atomic forces in eV per Å
C 0.14 -0.18 -0.15
C -0.14 0.03 -0.08
O 0.04 -0.05 0.55
O 0.35 -0.37 -0.52
C 0.61 -0.69 -0.76
O -0.73 0.72 0.95
C -0.01 0.15 -0.41
Al -0.29 -0.28 0.18
H -0.50 0.05 0.16
H 0.04 -0.05 -0.30
H 0.39 0.31 0.16
H -0.48 0.30 0.13
H 0.25 -0.21 0.33
H 0.10 0.07 -0.06
H 0.03 0.11 -0.09
H 0.16 0.08 -0.07
C -0.05 -0.01 0.14
O 0.02 -0.02 -0.10
C -0.09 0.00 0.01
O 0.16 0.03 -0.03
O -0.07 -0.04 0.02
C 0.05 0.02 -0.02
H 0.05 0.04 -0.03
H 0.02 -0.04 -0.05
H -0.03 0.01 -0.06
H -0.02 -0.02 0.01
H -0.03 0.00 0.00
H -0.01 0.00 0.02
C -0.05 0.01 0.02
O 0.08 -0.02 -0.03
C -0.01 -0.01 0.04
O -0.05 0.00 -0.07
O -0.04 0.04 0.02
C 0.10 -0.06 -0.07
H 0.01 -0.01 -0.01
H 0.03 0.00 0.00
H 0.02 -0.02 0.01
H 0.00 0.04 0.04
H -0.03 0.02 0.06
H -0.02 0.01 0.01
C 0.03 -0.04 0.02
O -0.06 0.09 -0.05
C 0.08 -0.10 -0.14
O 0.03 0.02 0.07
O -0.01 -0.07 0.06
C -0.04 0.07 -0.03
H 0.00 0.02 0.00
H 0.00 0.02 -0.02
H -0.02 0.01 0.00
H 0.04 -0.06 0.02
H 0.00 0.07 -0.11
H 0.06 -0.06 0.10
C 0.10 0.22 0.10
O -0.08 0.01 -0.03
C -0.11 -0.01 -0.06
O 0.03 -0.04 -0.02
O -0.05 0.02 0.05
C -0.03 -0.03 -0.02
H 0.02 -0.06 -0.05
H -0.03 -0.06 0.03
H -0.08 -0.02 0.00
H 0.02 0.01 0.03
H -0.01 0.03 -0.03
H 0.02 0.02 0.01
C 0.09 -0.06 0.07
O 0.01 0.05 -0.04
C -0.08 0.05 -0.03
O 0.09 0.04 0.06
O 0.03 -0.10 0.00
C -0.02 0.07 0.00
H -0.03 0.02 0.05
H -0.01 0.02 -0.03
H -0.05 0.01 -0.01
H 0.01 -0.03 -0.01
H -0.01 -0.03 0.01
H 0.01 -0.02 0.01
C 0.01 0.00 0.06
O -0.03 0.00 -0.09
C 0.04 0.02 0.03
O -0.07 -0.03 0.04
O 0.06 0.01 0.02
C -0.03 -0.09 0.00
H -0.02 0.00 -0.01
H 0.00 0.01 -0.02
H 0.00 -0.01 -0.03
H 0.05 0.05 0.00
H 0.02 -0.01 0.00
H 0.01 0.02 0.09
C -0.04 -0.03 0.00
O 0.04 0.06 -0.01
C 0.03 -0.04 -0.01
O -0.09 0.03 -0.02
O 0.00 -0.06 0.07
C 0.09 0.16 -0.09
H 0.00 0.02 -0.01
H 0.02 0.02 0.01
H 0.02 0.00 -0.01
H -0.02 -0.06 0.03
H 0.02 -0.05 0.02
H -0.05 -0.06 0.00
C 0.09 -0.02 0.15
O -0.06 0.04 -0.08
C 0.03 -0.03 0.00
O -0.06 -0.02 0.05
O 0.06 0.02 0.03
C -0.05 -0.02 -0.01
H -0.04 -0.02 -0.01
H 0.00 0.05 -0.05
H -0.02 -0.01 -0.06
H 0.02 0.02 0.00
H 0.03 -0.01 0.00
H 0.01 0.00 0.02

Here are the Löwdin charges for atoms 1 to 5, given in e: 0.03 -0.53 0.09 0.05 -0.54



- Which value of calculated total energy does entry 2 give?
  -1102.61644 Ha



- calculated total energy of number 1 (C20H21N2O8OsS2)?
  -2372.86644 Ha



- The lowest total charge belongs to which entry?
  C28H56AlO27